# 1
DFT (ωB97M-V/def2-TZVPD) results for a 11-piece molecular cluster, C25H56F5N23O13 overall.

Computed properties:
- HOMO energy (eV) = -9.027
- LUMO (hartree) = -0.038
- SMILES = CCN[C@](N=C=O)(OC(=O)CCN)C(F)(F)c1cccc(C(F)(F)F)c1.NC(N)=O.NC(N)=O.NC(N)=O.NC(N)=O.NC(N)=O.NC(N)=O.NC(N)=O.NC(N)=O.NC(N)=O.NC(N)=O
- Kohn-Sham gap (eV) = 8.006
- total energy (eV) = -101305.4518
- F_max (eV/Å) = 11.2

ORCA input file:
```
! RIJCOSX wB97M-V def2-TZVPD def2/J DEFGRID3
* xyz 0 1
C 4.818 -5.388 6.309
H 8.447 -1.772 4.073
H 2.454 -0.555 6.766
H 2.561 1.754 -3.581
H 0.583 -2.014 4.189
H -6.301 -0.503 1.433
F -0.581 0.733 -0.844
C 0.566 0.950 -5.356
C -2.288 -0.578 -4.322
H 7.087 -2.363 7.801
N -12.281 9.610 -2.173
N 8.615 -2.047 5.032
C -5.034 0.124 -4.304
O -6.450 -3.669 1.345
C 5.849 -1.224 1.196
H 0.189 -8.286 2.028
N 1.344 -7.467 7.318
N 8.374 0.292 -3.167
C -6.495 -2.517 0.944
C 1.795 -7.626 0.882
H 0.154 6.406 -2.675
H 9.037 -0.316 -3.618
N -0.435 -8.573 6.463
C 0.401 3.796 -3.014
F 0.175 -1.117 -2.176
H 0.954 -7.513 8.244
N 7.848 -2.380 7.135
H -9.160 7.448 -2.931
H -0.917 -8.972 5.668
C -0.935 6.172 -3.095
C -11.284 9.771 -3.062
H 8.760 -2.671 7.443
C -6.000 1.593 -2.106
H 8.637 0.791 -5.598
C 2.711 0.752 -1.796
H -1.703 4.128 -2.202
O 1.242 -7.911 5.112
N -6.775 -2.201 -0.333
N 5.061 -4.199 5.730
H -10.906 10.593 -4.865
C 7.567 -2.005 5.874
N -8.571 6.677 -3.218
H 9.541 -2.332 5.302
O 2.742 -0.953 3.633
H -2.094 6.734 -4.812
O -10.158 9.335 -2.877
N -1.115 6.816 -4.452
H -6.054 -1.653 2.714
C -7.712 6.907 -4.228
O 2.289 -7.558 -0.233
C 7.701 1.268 -3.802
H -1.341 -1.088 -4.840
H 4.183 -2.217 0.637
O 6.342 -1.156 0.082
O 0.490 2.593 -2.171
H 0.642 -1.681 5.895
O 6.451 -1.655 5.522
C -3.241 0.929 -2.134
H 3.738 -0.053 5.706
N 1.065 -1.615 4.984
C -4.730 0.870 -2.851
N -6.954 5.849 -4.568
C 2.249 -1.021 4.748
H 0.130 -8.619 0.322
H 4.373 -0.253 -3.059
N 4.355 -6.334 5.471
H -1.724 6.569 -2.300
H -6.817 -1.258 -0.682
N 2.844 -0.509 5.840
H -6.295 5.979 -5.324
H 2.238 -7.011 7.185
H -6.078 0.102 -4.840
H -13.214 9.961 -2.307
H -7.010 4.951 -4.117
H -0.426 6.475 -5.158
H -0.858 -8.639 7.373
O 6.900 1.994 -3.234
H 2.000 -7.160 2.899
O -7.628 7.987 -4.790
F -6.068 3.062 -2.318
N 2.023 0.953 -3.131
C -1.090 4.537 -3.139
H 4.159 -7.244 5.867
C -1.942 0.204 -2.891
O 5.002 -5.594 7.498
F -5.888 1.304 -0.647
H 4.915 -4.011 4.753
C 4.329 0.525 -2.156
H 4.242 -1.884 2.343
N 2.391 -7.114 1.973
H 4.951 0.138 -1.243
H -3.830 -1.209 -6.071
H -12.549 10.817 -4.341
N 0.611 -8.220 1.118
H -8.655 5.795 -2.743
N 0.019 1.742 -4.377
H -12.064 9.104 -1.325
H 3.284 -6.658 1.840
H 5.410 -3.460 6.326
H -6.952 -2.968 -0.968
C 0.749 -7.979 6.227
H 2.386 -0.208 -1.210
H 4.775 1.534 -2.611
H -3.144 1.485 -1.105
H 4.197 -6.184 4.489
H 7.495 2.103 -5.628
O 1.457 4.359 -3.657
C -0.393 0.249 -2.263
H -1.699 4.150 -4.087
N 7.981 1.380 -5.113
H 2.693 1.703 -1.092
C 0.572 1.356 -2.990
F -7.248 0.955 -2.613
H 6.054 -0.758 3.214
N 4.665 -1.818 1.432
N -6.268 -1.459 1.744
H 7.338 -0.256 2.154
C -3.767 -0.633 -5.027
N 6.444 -0.712 2.288
O 0.909 0.005 -6.254
H 8.192 0.174 -2.179
N -11.627 10.450 -4.171
*
```

---

# 2
DFT (ωB97M-V/def2-TZVPD) results for a 6-piece molecular cluster, C25H56O19P2S overall.

Computed properties:
- HOMO energy (eV) = -10.147
- LUMO (hartree) = 0.016
- SMILES = CCOP(=O)(OCC)OCC.CCOP(=O)(OCC)OCC.O=S1(=O)CCCC1.COC(=O)OC.COC(=O)OC.COC(=O)OC
- Kohn-Sham gap (eV) = 10.572
- total energy (eV) = -95150.1557
- F_max (eV/Å) = 2.8

ORCA input file:
```
! RIJCOSX wB97M-V def2-TZVPD def2/J DEFGRID3
* xyz 0 1
H -3.135 -1.721 5.467
C -7.691 -1.528 4.667
C -3.484 0.678 -4.118
H 7.961 -0.417 -2.886
C 1.444 -1.459 2.050
H -6.647 0.214 5.285
H 7.920 1.143 -2.022
H -1.713 -2.232 3.535
H 9.453 0.451 -2.647
H -0.472 -0.273 4.655
H -1.625 0.719 -1.406
C 0.032 0.905 -5.495
O -5.396 -1.042 4.154
H 2.242 -1.075 1.412
O 5.490 0.219 -0.923
C 0.686 1.063 1.941
H -2.732 0.452 -4.868
H -5.647 3.735 -0.893
H -3.107 0.101 -3.270
H -2.948 1.843 -0.270
H -3.220 -0.110 5.045
C -2.548 -0.969 4.934
O 0.168 -1.239 1.477
C 0.066 -0.793 0.249
H 2.265 -0.474 -3.405
C 0.617 2.297 -0.087
O 1.791 2.107 -3.850
H 6.656 -2.979 1.634
H 3.636 -0.260 -1.710
O -1.211 -0.811 -0.086
C 8.492 0.228 -2.185
C -6.667 -0.436 4.412
C 4.082 0.419 -0.977
H -0.196 2.836 -0.564
H 1.104 -0.729 4.008
H 1.528 -0.960 3.011
H -4.377 -0.267 0.156
H -8.666 -1.165 4.987
O -5.827 -1.870 1.759
O -3.527 2.036 -3.738
O -4.554 0.334 2.229
O 0.961 -0.468 -0.495
C 0.369 0.071 4.054
C -4.321 2.328 -2.715
C 4.769 -3.939 1.511
H 3.602 0.156 -0.033
O 1.867 1.202 2.129
H 9.533 -1.128 -0.972
C 0.812 -1.328 -4.758
C 5.607 -2.674 1.580
H 0.524 -2.301 -4.355
H 4.944 -4.344 0.511
H -3.512 2.463 1.287
C 8.671 -0.467 -0.854
H -1.205 -0.707 -5.006
H 1.691 -2.515 2.152
H 8.970 0.279 -0.114
O -4.092 3.577 -2.356
H -1.846 -0.546 2.942
H -1.600 -0.799 5.437
C -0.252 -0.594 -5.536
H -6.994 0.174 3.568
H 4.231 2.225 -2.281
H -1.035 -0.796 -2.139
H -2.679 -0.672 -1.527
H 1.458 2.848 0.321
C -2.349 -1.343 3.488
H 0.748 1.324 -6.204
H 0.948 1.634 -0.887
O -0.148 0.446 2.780
H 0.794 -0.758 -2.531
C -4.454 0.603 0.813
H 4.160 2.538 -0.599
H -4.440 0.267 -4.436
H -7.250 -2.224 5.384
C -4.659 4.095 -1.169
H -0.839 1.543 -5.660
H -0.528 -1.010 -6.505
H 2.696 1.970 -1.366
H 5.385 -2.131 2.505
H -5.408 1.027 0.487
H 1.691 -1.504 -5.379
C -3.285 1.554 0.727
O -0.011 1.474 0.907
H -7.862 -2.135 3.775
O -0.465 1.432 -2.906
H 5.025 -4.677 2.267
O -5.158 1.599 -2.243
H -3.964 3.909 -0.346
C 1.181 -0.511 -3.519
H -4.672 5.177 -1.297
C 3.782 1.852 -1.362
H 3.706 -3.709 1.599
P -4.893 -1.177 2.658
C -1.650 -0.373 -1.338
H 0.742 1.000 4.488
O -3.472 -1.889 2.788
H -2.431 1.077 1.213
O 6.584 0.299 1.397
O 5.316 -1.837 0.471
P 6.275 -0.552 0.248
S 0.647 1.220 -3.807
O 7.541 -1.228 -0.466
*
```

---

# 3
DFT (ωB97M-V/def2-TZVPD) results for a 6-piece molecular cluster, C25H57FNO11S overall.

Computed properties:
- HOMO energy (eV) = -11.576
- LUMO (hartree) = -0.103
- Kohn-Sham gap (eV) = 8.773
- total energy (eV) = -64406.8014
- F_max (eV/Å) = 2.5

ORCA input file:
```
! RIJCOSX wB97M-V def2-TZVPD def2/J DEFGRID3
* xyz 1 1
H 3.139 3.013 0.354
C 4.723 1.521 0.102
H -3.362 0.834 9.724
H -0.875 -0.754 6.427
H 1.904 3.930 -4.455
H -4.263 2.353 9.549
C -4.488 -3.246 5.905
O -2.035 6.173 -3.255
H -0.104 0.401 -4.069
O -1.438 -1.215 1.035
C -4.401 -3.196 -5.285
C 2.294 -0.239 -3.390
C -0.006 -0.230 6.035
H 2.605 4.444 -2.909
H 3.697 2.284 -3.660
H -4.146 -2.159 -3.406
H 0.609 4.022 -1.692
H 4.061 -1.457 -3.096
O 3.821 -4.088 -3.007
C -3.613 -2.297 -4.353
H -3.726 2.376 7.096
C 0.427 -0.830 4.713
C 5.038 -3.997 -2.262
H 6.995 -4.914 -2.234
H 6.265 -4.791 -3.847
O -2.724 0.578 7.136
H -2.966 -2.233 7.044
H -3.246 0.677 -2.101
C -3.949 1.443 9.034
H -2.636 -2.733 -4.139
H -4.837 0.864 8.772
C 0.451 1.346 -3.902
H 2.204 1.181 -4.901
H 3.026 1.640 1.549
H 0.800 -0.283 6.769
H 2.762 2.033 -2.142
C -3.138 1.772 7.796
H 0.281 5.280 -4.141
C 1.999 3.639 -3.379
H -0.736 -1.432 1.695
C -1.375 -0.477 -1.597
H -1.842 2.618 -1.472
C 6.060 -4.983 -2.792
H -2.603 -3.939 6.710
C 0.547 3.581 -2.716
H 4.502 0.242 -3.431
C 3.768 -0.398 -2.901
H -0.905 3.967 -4.314
H 5.683 -6.006 -2.720
H 5.199 1.088 1.013
H 0.695 -1.880 4.838
H 0.462 1.632 -1.751
H 5.311 2.432 -0.145
H 5.409 -2.975 -2.356
H -4.524 -1.793 4.608
H -2.044 -1.367 -1.498
C -3.041 -3.027 6.299
H 3.489 -4.988 -2.916
H -2.241 2.331 8.064
C -1.422 5.331 -2.739
C -2.181 0.594 -2.394
H -4.563 -4.177 -4.837
H -0.869 0.169 3.647
H 2.164 -0.951 -4.237
H -4.263 -0.632 -5.131
H -0.296 0.815 5.908
S -0.922 0.003 0.092
C 4.860 0.455 -1.010
C -0.354 4.579 -3.559
O -3.398 -1.018 -4.951
H -2.177 0.252 -3.473
O -1.575 1.194 0.558
H -5.081 -3.538 6.772
H -3.872 -3.323 -6.231
H 4.821 -4.190 -1.207
O -5.045 -2.043 5.380
O -0.640 -0.762 3.762
H 2.468 1.403 -0.116
C 3.247 1.911 0.492
H -0.493 -0.845 -2.162
O 3.756 -0.238 -1.471
H 1.593 -0.456 -2.556
H -3.521 0.089 6.891
H -2.450 -2.712 5.434
N 1.944 1.137 -3.908
C -1.572 2.039 -2.385
F -1.715 5.036 -1.439
C 2.674 2.246 -3.228
H -5.372 -2.753 -5.519
C -0.034 2.122 -2.631
H 0.210 2.000 -4.776
H -4.571 -4.034 5.150
O 5.944 0.228 -1.438
H 1.294 -0.298 4.308
H -2.075 2.589 -3.223
O 0.529 0.011 0.193
*
```

---

Number 2 is which compound? C25H56O19P2S

---

Which of these has the highest F_max? C25H56F5N23O13

---

The highest total energy belongs to which entry? C25H57FNO11S